C2H3N3O | wB97M-V/def2-TZVPD

The SMILES is Nc1conn1. As for the largest force on an atom: 4.95 eV/A. For the energy above the lowest of the compared OMol25 structures with the same formula, charge and spin, the calculation gives 87.0 kcal per mole. Its HOMO-LUMO gap is 0.3435 Eh. The value obtained for the HOMO energy is -8.913 eV.

Positions of all 9 atoms, in Å:
N (2.061, 0.084, -0.158)
C (0.660, 0.179, 0.059)
C (-0.440, 1.131, -0.001)
O (-1.581, 0.471, -0.027)
N (-1.207, -0.991, 0.029)
N (0.095, -1.057, -0.029)
H (2.132, -0.803, 0.507)
H (2.891, 0.644, 0.323)
H (-0.346, 2.272, 0.145)

=====

C2H3N3O | wB97M-V/def2-TZVPD

The SMILES is Oc1nnc[nH]1. As for the largest force on an atom: 1.25 eV/A. For the energy above the lowest of the compared OMol25 structures with the same formula, charge and spin, the calculation gives 28.6 kcal per mole. Its HOMO-LUMO gap is 0.3798 Eh. The value obtained for the HOMO energy is -9.743 eV.

Positions of all 9 atoms, in Å:
O (-0.407, 0.589, -1.857)
C (-0.028, 0.034, -0.709)
N (0.882, -0.853, -0.506)
N (0.827, -1.138, 0.866)
C (-0.059, -0.366, 1.393)
N (-0.661, 0.476, 0.440)
H (0.178, 0.242, -2.545)
H (-0.395, -0.421, 2.423)
H (-0.336, 1.438, 0.494)

=====

C2H3N3O2 | wB97M-V/def2-TZVPD

As for the largest force on an atom: 4.25 eV/A. For the energy above the lowest of the compared OMol25 structures with the same formula, charge and spin, the calculation gives 126.7 kcal per mole. Its HOMO-LUMO gap (spin up / spin down) is 0.3374 / 0.3374 Eh. The value obtained for the HOMO energy (spin up / spin down) is -8.825 / -8.824 eV.

Positions of all 10 atoms, in Å:
C (-1.146, 1.317, -0.097)
C (-0.839, -0.064, -0.028)
N (-2.441, 1.537, 0.013)
N (-2.080, -0.661, -0.060)
N (0.369, -0.742, -0.243)
O (-2.296, -1.853, 0.050)
O (-3.044, 0.289, -0.049)
H (-0.324, 1.940, 0.137)
H (1.084, -0.789, 0.479)
H (0.040, -1.696, -0.385)

=====

C2H3N3O2 | wB97M-V/def2-TZVPD

The SMILES is Nc1n[nH]oc1=O. As for the largest force on an atom: 5.65 eV/A. For the energy above the lowest of the compared OMol25 structures with the same formula, charge and spin, the calculation gives 72.7 kcal per mole. Its HOMO-LUMO gap is 0.3493 Eh. The value obtained for the HOMO energy is -9.129 eV.

Positions of all 10 atoms, in Å:
N (0.576, 1.943, 0.293)
C (-0.088, 0.680, 0.161)
N (-1.348, 0.468, 0.369)
N (-1.431, -0.913, 0.129)
O (-0.281, -1.415, -0.165)
C (0.672, -0.435, -0.274)
O (1.800, -0.458, -0.735)
H (0.088, 2.373, 1.085)
H (1.594, 1.956, 0.303)
H (-1.917, -1.298, 0.944)

=====

C2H3N3O2 | wB97M-V/def2-TZVPD

As for the largest force on an atom: 4.89 eV/A. For the energy above the lowest of the compared OMol25 structures with the same formula, charge and spin, the calculation gives 162.7 kcal per mole. Its HOMO-LUMO gap (spin up / spin down) is 0.3090 / 0.3090 Eh. The value obtained for the HOMO energy (spin up / spin down) is -9.806 / -9.805 eV.

Positions of all 10 atoms, in Å:
C (-0.548, -0.682, -1.332)
C (-0.147, -0.146, -0.065)
N (-0.887, -1.093, -2.309)
N (0.433, -0.874, 0.926)
N (0.437, 1.236, -0.086)
O (0.182, 1.994, -0.995)
O (1.079, 1.483, 0.925)
H (-1.866, 0.227, 0.284)
H (0.622, -1.892, 0.873)
H (0.694, -0.252, 1.779)

=====

C2H3N3O2 | wB97M-V/def2-TZVPD

The SMILES is NN=C=O.N=C=O. As for the largest force on an atom: 3.73 eV/A. For the energy above the lowest of the compared OMol25 structures with the same formula, charge and spin, the calculation gives 79.4 kcal per mole. Its HOMO-LUMO gap is 0.3632 Eh. The value obtained for the HOMO energy is -9.480 eV.

Positions of all 10 atoms, in Å:
N (0.918, 1.066, -0.391)
N (0.708, -0.292, -0.507)
C (1.114, -1.375, -0.914)
O (1.432, -2.531, -0.833)
H (1.405, 1.356, 0.483)
H (-0.127, 1.336, -0.359)
N (-1.068, 0.050, 1.214)
C (-1.657, 0.237, 0.220)
O (-2.299, 0.383, -0.738)
H (-0.426, -0.231, 1.825)